No. 1
Molecular formula: C27H19CoF5N2O6PS5Se2
Method: DFT, the ωB97M-V functional and the def2-TZVPD basis

```
! RIJCOSX wB97M-V def2-TZVPD def2/J DEFGRID3
* xyz -2 1
O 4.7357 2.7477 -2.7077
O 0.4918 4.8518 1.7134
H -5.0849 0.5329 -5.3321
F 8.4120 -0.3173 3.3864
H -3.3914 2.1742 2.2000
F 8.6604 -1.9719 1.2351
H 2.0141 0.4386 -3.6118
C -0.2437 1.5379 2.5447
N 1.8085 -0.5032 -3.9474
C -5.0182 -0.1392 -4.4843
C -3.9017 -0.0935 -3.6567
C -1.2316 0.8561 4.5992
H -3.0964 0.6096 -3.8365
Se -0.9921 0.6541 -2.0577
C -4.8243 -1.8564 -2.3221
O 2.4583 1.8026 -2.3789
Co 2.6477 0.1155 -0.8092
P -2.2903 -0.9373 -1.4933
S 3.8536 1.8144 -0.0158
C 1.7144 -1.4806 -3.0570
H -6.9147 -1.0709 -4.8700
C 0.5366 1.4856 1.2566
C -3.4745 1.1499 1.8551
H -6.7374 -2.6036 -2.9290
Se -1.6108 -2.9819 -1.3907
C 6.1127 -0.0404 2.9062
H -0.0028 -0.4274 3.3689
H -2.0014 4.1029 3.9137
H -2.4831 1.5720 -0.0031
C -6.0431 -1.0360 -4.2261
C 6.3603 -1.7007 0.7428
S 3.9152 1.7670 -2.0582
C 1.5113 -2.8833 -3.5404
C 7.4660 -1.4300 1.5275
S -0.3407 3.7544 1.2997
H -2.3975 2.3354 5.6280
C 7.3472 -0.5876 2.6158
C -0.4466 0.5511 3.4955
H -4.5557 -1.9048 2.8299
C -1.7911 2.1221 4.7560
C -3.0194 -0.4992 0.1500
C 5.0966 -1.1675 1.0022
C -1.5771 3.1127 3.8055
F 3.8497 0.1860 2.4868
H -4.7306 -2.5510 -1.4965
C -0.8030 2.7855 2.7116
H 2.4657 -3.4091 -3.4693
C -3.7948 -0.9507 -2.5709
N 0.5374 2.5802 0.5629
F 6.5533 -2.5164 -0.3005
C -4.0591 0.1781 2.6535
H 1.1451 -2.9158 -4.5653
C -5.9440 -1.8946 -3.1366
F 5.9815 0.7609 3.9734
C -2.9593 0.8142 0.6092
C -4.1189 -1.1350 2.2035
H -3.5800 -2.5054 0.6358
H -4.4508 0.4376 3.6310
S 3.7523 -1.6517 -0.0187
C 5.0164 -0.3369 2.1160
H 0.7905 -3.3554 -2.8754
S 1.2614 -0.0090 0.9014
H -1.4118 0.0978 5.3511
H 1.8982 -0.7190 -4.9217
O 1.7465 -1.2778 -1.8313
C -3.5940 -1.4727 0.9637
O -1.5197 4.0639 0.5371
O 4.2962 0.3402 -2.2548
*
```

Results
strongest force on any atom: 0.01850 hartree/bohr
energy relative to the best compared isomer or geometry (same formula, charge and spin): 0.00 kcal per mole
HOMO level (alpha / beta): -2.2 / -2.2 eV
frontier orbital gap (alpha / beta): 6.28 / 6.28 eV
energy: -288949.1126 eV
molar mass: 970.609 g/mol

***

No. 2
Molecular formula: C4H14N2O2
Method: DFT, the ωB97M-V functional and the def2-TZVPD basis

```
! RIJCOSX wB97M-V def2-TZVPD def2/J DEFGRID3
* xyz 0 1
H 1.6305 -1.7096 -0.6988
O -3.3298 -0.2184 0.0054
H -2.6336 1.0612 0.0983
H 0.7670 0.8555 -0.9700
H 1.9352 0.9377 1.5510
C 1.0420 -1.1218 -0.0023
C -0.4903 -1.3104 0.1219
N -1.1898 -1.2925 -1.1940
H 1.4436 -1.4180 0.9641
H -1.5901 -0.3512 -1.1626
H -0.9208 -0.6091 0.8395
O -2.0652 1.9319 -0.0285
H 3.1759 1.1343 -1.4248
H -3.9283 -0.0562 0.7434
H -1.1986 2.0104 0.3049
C 1.4900 0.3377 -0.3189
C 2.8181 0.6485 -0.5258
H 3.6409 0.1758 0.0128
H 0.9940 2.0430 0.9974
H -2.0743 -1.7701 -1.0143
N 0.9907 1.0175 1.1205
H -0.5073 -2.2963 0.5809
*
```

Results
strongest force on any atom: 0.09039 hartree/bohr
energy relative to the best compared isomer or geometry (same formula, charge and spin): 187.16 kcal per mole
HOMO level: -7.3 eV
frontier orbital gap: 2.69 eV
energy: -11442.5739 eV
molar mass: 122.168 g/mol

***

No. 3
Molecular formula: C54H105N11
Method: DFT, the ωB97M-V functional and the def2-TZVPD basis

```
! RIJCOSX wB97M-V def2-TZVPD def2/J DEFGRID3
* xyz 0 1
H 21.6812 -19.9296 -10.5475
H 21.0171 -19.8185 -12.1551
C 3.1639 -19.6728 -5.3177
H 1.4982 -12.8999 3.8393
H 20.7074 -12.2616 -6.9516
H 9.2640 -29.1919 0.6597
C 5.0474 -14.7652 0.0225
H 1.0615 -22.3952 -4.4175
H 21.4708 -10.5443 -8.1152
H 9.0776 -19.5080 5.3522
H 18.2652 -22.3924 2.1552
C 3.8055 -19.5852 -6.6953
H 10.5092 -8.7306 -6.3556
N 13.2627 -18.4204 -14.5850
H 3.0763 -13.0618 -0.7958
H 22.8609 -18.6260 -14.0990
C 21.6912 -12.5896 -6.6158
C 13.4651 -18.2279 -5.1746
H 18.2526 -26.3496 -14.7748
H 22.7241 -20.2444 -13.4724
C 24.7274 -12.9050 -7.3486
N 9.0157 -19.8075 4.3896
H 7.6442 -9.8581 -6.3272
H 7.6480 -21.7418 2.1726
H 3.7907 -12.9461 3.1803
H 4.8755 -19.7923 -6.6757
H 12.3416 -21.5336 -14.9444
H 25.6252 -18.7938 -10.5048
C 16.6568 -21.5932 1.0930
H 0.9305 -12.9788 2.2066
C 12.9773 -18.7148 -13.3269
H 23.0490 -18.1364 -10.5775
H 9.8069 -20.6082 1.3475
C 25.2266 -19.8004 -10.3787
C 3.0199 -10.9855 -0.2461
C 22.4818 -10.9518 -8.1032
H 0.0529 -20.2353 -4.0670
H 23.9249 -12.3848 -5.4038
H 15.2727 -18.0941 -6.1779
H 25.3056 -12.3180 -8.0622
H 14.6939 -20.4195 -7.2256
H 16.8943 -24.6457 -13.0916
H 13.5130 -17.4840 -14.8687
H 25.0358 -20.8254 -12.0669
C 24.3121 -20.2368 -11.5030
H 2.9370 -11.5091 2.5894
C 23.4361 -19.4403 -13.6582
H 25.9740 -20.5883 -10.2845
C 9.5910 -11.9745 -6.7339
C 8.1870 -20.9731 2.7065
C 9.8503 -19.5394 3.3031
C 3.0666 -12.5825 2.4513
H 13.1167 -17.9687 -12.5587
H 0.0247 -19.7653 -7.5074
H 12.3368 -20.5773 -12.4085
C 12.9882 -10.1268 -6.3940
H 22.4297 -17.6121 -12.1400
H 5.0901 -15.7684 -0.4015
H 1.4422 -19.5958 -3.3344
H 25.3322 -13.5516 -6.7128
N 10.5932 -28.5037 -2.1689
H 11.1762 -26.4894 -2.2437
H 8.1441 -8.1865 -6.5277
H 13.7133 -10.4148 -5.6328
C 12.8436 -20.1481 -6.0417
N 3.6674 -13.0224 1.1367
H 10.0890 -12.7136 -8.7799
H 10.9995 -13.4737 -7.4766
N 14.4360 -18.6319 -6.0020
H 11.5270 -19.1077 -4.6432
C 1.0121 -18.6924 -5.9272
C 12.4505 -19.1238 -5.2029
H 3.6730 -10.8409 -1.1067
H 15.4693 -20.1196 0.0405
H 10.0054 -26.5920 0.2556
H 15.8864 -26.1924 -11.1566
C 10.0491 -29.3872 -1.3098
H 1.7620 -12.6722 0.1762
H 7.4340 -20.9804 4.8472
H 24.3079 -10.0283 -8.4959
C 9.7112 -28.6849 -0.1826
C -0.2621 -19.1632 -6.6453
C 11.8432 -11.1414 -6.1808
C 18.3756 -20.2756 1.5759
C 16.6679 -27.7820 -12.3402
H 8.5898 -11.5911 -6.9304
C 8.0524 -20.6218 4.0377
H 3.4457 -18.7567 -4.7984
C 12.9912 -19.5275 -15.3886
H 5.0898 -14.0274 -0.7788
H 1.4694 -18.0846 -6.7080
C 1.1348 -20.3657 -4.0422
H -0.9907 -18.4201 -6.9694
C 23.2684 -9.7139 -8.4026
H 23.5592 -20.9457 -11.1584
C 21.5052 -19.2385 -11.3718
C 24.5298 -19.6567 -14.7395
H 5.9074 -14.6650 0.6847
N 1.6777 -19.9381 -5.3573
H -0.9811 -19.8105 -6.1431
H 10.8941 -28.8389 -3.0729
H 9.1838 -13.7549 -7.7659
H 23.1747 -9.0677 -7.5298
H 21.8342 -13.5161 -7.1718
H 11.7850 -11.2981 -5.1037
H 24.1608 -19.9281 -15.7286
C 24.0365 -11.9175 -6.3822
H 9.7280 -9.7431 -5.2409
C 22.7855 -18.4763 -11.5791
C 12.6251 -20.0066 -13.2789
C 14.0884 -19.8878 -6.5065
C 8.4190 -9.2178 -6.7488
H 10.0204 -30.4439 -1.5309
H 9.4500 -12.3658 -5.7264
H 25.0199 -18.6998 -14.9195
H 3.2942 -20.1826 -7.4502
H 2.9290 -14.9870 0.7636
H 19.2498 -20.1654 2.2004
N 22.6372 -11.4645 -6.7379
H 24.0070 -13.5189 -7.8891
H 13.6384 -17.2898 -4.6682
H 10.7468 -18.9427 3.3841
H 22.6430 -11.6190 -8.9499
C 21.3663 -12.8660 -5.1440
C 16.3820 -20.3430 0.5730
C 17.5762 -19.5349 0.6842
H 3.5819 -20.6243 -4.9891
H 4.1222 -14.9331 1.9651
C 10.0269 -13.0643 -7.7498
N 10.4891 -10.8915 -6.7841
H 20.7046 -18.5952 -11.0066
H 24.6625 -11.0753 -6.0872
C 2.8282 -12.4662 0.0828
H 20.5275 -13.5587 -5.2112
H 22.1606 -13.1495 -4.4534
H 23.0464 -9.1360 -9.2997
C 10.6976 -27.2837 -1.6901
H 3.6606 -18.5735 -7.0741
C 10.2147 -27.3724 -0.4610
H 8.2179 -9.4475 -7.7952
H 20.9595 -11.9196 -4.7876
H 16.4719 -28.6769 -11.7683
C 3.8639 -14.4822 1.0069
H 16.0728 -22.4819 1.2818
H 1.0568 -21.8971 -2.7238
H 0.6713 -17.9797 -5.1762
H 13.0026 -19.4084 -16.4620
H 2.6419 -21.9332 -3.6081
H 3.3359 -10.3836 0.6060
C 16.9672 -25.7220 -13.1433
C 1.5662 -21.7720 -3.6793
N 23.8460 -19.1407 -12.3042
C 16.4183 -26.5029 -12.0437
C 9.3818 -20.4150 2.3213
N 17.8573 -21.5452 1.7864
C 17.6956 -26.5813 -13.8790
C 9.8737 -9.6152 -6.3135
H 25.2460 -20.4517 -14.5320
H 12.1858 -20.9912 -6.1929
H 13.4607 -10.0716 -7.3747
H 17.9498 -28.7440 -13.6902
H 24.7235 -19.6674 -9.4210
H 2.0252 -10.6272 -0.5113
H 12.6679 -9.0882 -6.3107
C 1.7919 -13.2051 2.8350
H 17.6667 -18.5124 0.3485
H 1.9738 -14.2785 2.8881
H 12.1953 -12.0766 -6.6160
N 17.4984 -27.8729 -13.4504
C 12.6453 -20.5716 -14.5589
*
```

Results
strongest force on any atom: 0.09748 hartree/bohr
energy relative to the best compared isomer or geometry (same formula, charge and spin): 110.51 kcal per mole
HOMO level: -8.0 eV
SMILES: c1cc[nH]c1.c1cc[nH]c1.c1cc[nH]c1.c1cc[nH]c1.c1cc[nH]c1.c1cc[nH]c1.CCN(CC)CC.CCN(CC)CC.CCN(CC)CC.CCN(CC)CC.CCN(CC)CC
frontier orbital gap: 8.69 eV
energy: -74082.4294 eV
molar mass: 908.511 g/mol